This record from OMol25 describes a cluster of 2 separate species, C40H36N3 in total at a distorted geometry. The level of theory is ωB97M-V/def2-TZVPD.

## Properties
HOMO-LUMO gap, eV: 5.82
HOMO energy, eV: -10.732
DFT total energy, Ha: -1709.8223
F_max, eV Å⁻¹: 1.6

Structure (ORCA input):
```
! RIJCOSX wB97M-V def2-TZVPD def2/J DEFGRID3
* xyz 1 1
C -6.874 2.001 -3.006
C -5.809 1.439 -2.418
C -4.493 1.254 -3.165
N -3.377 1.918 -2.500
H -7.828 2.100 -2.483
H -6.796 2.371 -4.035
H -5.826 1.082 -1.377
H -4.332 0.164 -3.335
H -4.615 1.748 -4.141
H -3.252 1.666 -1.533
H -2.513 1.877 -3.030
C 0.462 -8.062 0.108
C -0.751 -7.853 -0.563
C -1.515 -6.729 -0.272
C -1.053 -5.818 0.684
N -1.828 -4.654 0.922
C -2.622 -4.632 2.094
C -2.039 -4.274 3.311
C -2.823 -4.276 4.464
C -4.178 -4.623 4.387
C -4.747 -4.992 3.160
C -3.963 -5.015 2.011
C -1.480 -3.429 0.311
C -2.405 -2.859 -0.568
C -2.095 -1.685 -1.216
C -0.904 -0.970 -0.913
C -0.653 0.261 -1.569
C 0.312 1.228 -1.214
C 0.801 2.141 -2.196
C 1.753 3.087 -1.889
C 2.185 3.238 -0.561
N 3.124 4.215 -0.267
C 3.231 4.752 1.043
C 4.139 4.203 1.949
C 4.143 4.670 3.263
C 3.309 5.733 3.630
C 2.465 6.332 2.687
C 2.419 5.839 1.386
C 4.201 4.469 -1.157
C 4.238 5.674 -1.863
C 5.308 5.924 -2.721
C 6.364 5.009 -2.807
C 6.342 3.829 -2.053
C 5.248 3.545 -1.239
C 1.683 2.399 0.447
C 0.794 1.391 0.124
C 0.019 -1.581 -0.014
C -0.267 -2.801 0.582
C 0.124 -6.039 1.396
C 0.895 -7.160 1.089
H 1.079 -8.928 -0.140
H -1.098 -8.556 -1.317
H -2.464 -6.522 -0.768
H -0.980 -4.013 3.330
H -2.368 -4.001 5.415
H -4.793 -4.599 5.289
H -5.800 -5.260 3.097
H -4.359 -5.316 1.041
H -3.338 -3.391 -0.754
H -2.776 -1.286 -1.972
H -1.219 0.435 -2.481
H 0.426 2.067 -3.218
H 2.186 3.728 -2.657
H 4.801 3.401 1.617
H 4.799 4.197 3.992
H 3.315 6.092 4.661
H 1.837 7.178 2.960
H 1.769 6.270 0.622
H 3.418 6.383 -1.739
H 5.316 6.836 -3.315
H 7.209 5.210 -3.469
H 7.171 3.124 -2.093
H 5.191 2.630 -0.644
H 2.044 2.515 1.469
H 0.433 0.728 0.907
H 0.979 -1.109 0.185
H 0.449 -3.273 1.255
H 0.421 -5.325 2.165
H 1.834 -7.317 1.617
*
```



This record from OMol25 describes the molecule C6H7N5O2S2 at a distorted geometry. The level of theory is ωB97M-V/def2-TZVPD.

## Properties
HOMO-LUMO gap, eV: 9.26
HOMO energy, eV: -9.698
DFT total energy, Ha: -1453.3373
F_max, eV Å⁻¹: 6.3
SMILES: CS(=O)(=O)N(c1cncs1)n1cnnc1

Structure (ORCA input):
```
! RIJCOSX wB97M-V def2-TZVPD def2/J DEFGRID3
* xyz 0 1
C 0.290 -1.762 1.181
S 0.432 -1.828 -0.627
O -0.581 -2.649 -1.207
O 1.774 -2.061 -1.012
N 0.031 -0.175 -1.016
C -1.185 0.333 -0.920
C -1.777 1.291 -1.749
N -2.988 1.751 -1.401
C -3.385 1.263 -0.332
S -2.312 0.054 0.390
N 1.340 0.687 -0.708
C 1.577 1.556 0.351
N 2.781 1.994 0.231
N 3.364 1.421 -0.849
C 2.489 0.684 -1.464
H -0.732 -2.174 1.383
H 1.181 -2.312 1.588
H 0.172 -0.745 1.510
H -1.317 1.673 -2.689
H -4.311 1.491 0.038
H 0.893 1.596 1.206
H 2.717 0.077 -2.299
*
```



This record from OMol25 describes a cluster of 3 separate species, C4H15NO3 in total at a distorted geometry. The level of theory is ωB97M-V/def2-TZVPD.

## Properties
HOMO-LUMO gap, eV: 9.74
HOMO energy, eV: -9.011
DFT total energy, Ha: -441.8247
F_max, eV Å⁻¹: 2.1
SMILES: CNCCCO.O.O

Structure (ORCA input):
```
! RIJCOSX wB97M-V def2-TZVPD def2/J DEFGRID3
* xyz 0 1
C -0.316 3.143 -0.798
N -1.078 2.346 0.207
C -0.992 0.895 0.034
C -1.835 0.311 1.210
C -2.565 -0.987 0.892
O -1.764 -2.220 0.871
H -0.542 4.143 -0.443
H 0.739 2.830 -0.674
H -0.474 2.929 -1.858
H -2.044 2.661 0.207
H -1.452 0.518 -0.897
H 0.054 0.619 0.159
H -1.269 0.309 2.137
H -2.642 1.055 1.375
H -3.107 -0.962 -0.065
H -3.173 -1.239 1.770
H -1.449 -2.285 -0.039
O 0.930 -1.745 0.721
H -0.027 -1.984 0.701
H 1.076 -1.635 1.667
O 6.416 -1.228 -2.755
H 6.235 -0.673 -2.003
H 6.086 -2.118 -2.580
*
```



This record from OMol25 describes the molecule N2 at a distorted geometry. The level of theory is ωB97M-V/def2-TZVPD.

## Properties
HOMO-LUMO gap, eV: 14.07
HOMO energy, eV: -14.105
DFT total energy, Ha: -109.4780
F_max, eV Å⁻¹: 16.3
SMILES: N#N

Structure (ORCA input):
```
! RIJCOSX wB97M-V def2-TZVPD def2/J DEFGRID3
* xyz 0 1
N 0.000 0.000 0.644
N 0.000 0.000 -0.644
*
```



This record from OMol25 describes a structure of composition C29H19F5FeN4S2. The level of theory is ωB97M-V/def2-TZVPD.

## Properties
HOMO-LUMO gap (spin up / spin down), eV: 7.96 / 8.00
HOMO energy (spin up / spin down), eV: -11.045 / -11.081
DFT total energy, Ha: -3894.8268
F_max, eV Å⁻¹: 0.4

Structure (ORCA input):
```
! RIJCOSX wB97M-V def2-TZVPD def2/J DEFGRID3
* xyz 1 2
Fe -0.145 0.078 -0.177
S -2.000 0.587 1.013
C -1.595 -0.957 1.693
C -2.232 -1.696 2.687
C -1.670 -2.904 3.050
C -0.500 -3.354 2.428
C 0.070 -2.568 1.452
N -0.482 -1.403 1.099
H -3.133 -1.321 3.150
H -2.135 -3.502 3.823
H -0.039 -4.289 2.708
H 0.987 -2.848 0.948
F 1.689 1.434 4.646
C 1.966 1.103 3.380
C 0.917 0.891 2.504
C 1.197 0.553 1.184
C 2.534 0.427 0.769
C 3.544 0.646 1.704
F 4.832 0.506 1.340
C 3.293 0.987 3.012
C 2.738 0.083 -0.642
C 3.951 0.081 -1.332
C 3.962 -0.195 -2.684
C 2.765 -0.457 -3.338
C 1.607 -0.443 -2.595
N 1.583 -0.201 -1.279
H -0.091 1.015 2.873
H 4.099 1.148 3.713
H 4.867 0.306 -0.812
H 4.898 -0.198 -3.226
H 2.726 -0.664 -4.397
H 0.653 -0.638 -3.066
S -1.387 3.083 -3.391
C -1.081 1.617 -2.581
N -0.487 1.693 -1.428
C -0.225 3.034 -1.104
C 0.382 3.512 0.060
C 0.557 4.871 0.198
C 0.138 5.766 -0.796
C -0.470 5.313 -1.945
C -0.648 3.937 -2.083
H -1.375 0.680 -3.028
H 0.695 2.831 0.836
H 1.022 5.256 1.095
H 0.290 6.828 -0.657
H -0.803 6.000 -2.711
F -3.214 -5.596 -2.829
C -3.216 -4.477 -3.564
F -2.607 -4.752 -4.725
F -4.485 -4.155 -3.827
C -2.495 -3.366 -2.835
C -1.126 -3.460 -2.645
C -0.485 -2.441 -1.972
N -1.124 -1.365 -1.497
C -2.451 -1.293 -1.673
C -3.173 -2.271 -2.338
H -0.565 -4.308 -3.013
H 0.583 -2.481 -1.798
H -2.942 -0.430 -1.245
H -4.242 -2.171 -2.459
*
```



This record from OMol25 describes a cluster of 3 separate species, C8H14O in total at a distorted geometry. The level of theory is ωB97M-V/def2-TZVPD.

## Properties
HOMO-LUMO gap (spin up / spin down), eV: 7.90 / 7.90
HOMO energy (spin up / spin down), eV: -7.934 / -7.933
DFT total energy, Ha: -388.2167
F_max, eV Å⁻¹: 1.5

Structure (ORCA input):
```
! RIJCOSX wB97M-V def2-TZVPD def2/J DEFGRID3
* xyz 0 1
C 1.363 0.664 -0.514
C 0.009 -1.601 -0.010
C 0.898 1.659 0.483
C 1.167 0.857 -1.887
C 0.384 -1.577 1.448
H 2.002 -0.130 -0.160
H 0.816 -1.779 -0.714
H -0.736 -2.368 -0.187
H 1.745 2.294 0.771
H 1.741 0.233 -2.565
H -0.079 0.576 -2.001
H 0.526 1.184 1.389
H 0.116 2.297 0.075
H 1.080 1.894 -2.215
H -0.400 -1.117 2.059
H 0.507 -2.595 1.837
H 1.311 -1.043 1.661
C -1.637 -0.401 -0.825
C -2.066 0.205 0.412
C -2.446 0.674 1.454
O -1.383 0.346 -1.845
H -2.142 -1.343 -1.046
H -2.775 1.073 2.381
*
```



This record from OMol25 describes a cluster of 2 separate species, C4H8N2S in total at a distorted geometry. The level of theory is ωB97M-V/def2-TZVPD.

## Properties
HOMO-LUMO gap, eV: 9.02
HOMO energy, eV: -8.216
DFT total energy, Ha: -664.7756
F_max, eV Å⁻¹: 5.8

Structure (ORCA input):
```
! RIJCOSX wB97M-V def2-TZVPD def2/J DEFGRID3
* xyz 0 1
C -1.975 -0.637 -0.237
C -0.107 1.323 -0.249
C 2.240 -0.818 0.291
C -0.662 -0.529 0.458
N -2.843 0.206 0.101
N 1.052 1.696 -0.191
S 0.657 -1.727 0.003
H -1.889 -1.251 -1.179
H -0.940 1.780 -0.566
H 2.602 -0.497 -0.702
H 2.953 -1.644 0.634
H 2.218 -0.008 1.039
H -0.814 -0.660 1.574
H -3.676 0.159 -0.384
H 1.183 2.608 -0.591
*
```



This record from OMol25 describes a structure of composition C13H26MnN12OS at a distorted geometry. The level of theory is ωB97M-V/def2-TZVPD.

## Properties
HOMO-LUMO gap (spin up / spin down), eV: 7.68 / 7.72
HOMO energy (spin up / spin down), eV: -7.664 / -7.707
DFT total energy, Ha: -2792.5336
F_max, eV Å⁻¹: 1.4

Structure (ORCA input):
```
! RIJCOSX wB97M-V def2-TZVPD def2/J DEFGRID3
* xyz 0 6
Mn 0.838 -0.714 -1.749
N -0.324 -3.544 -3.510
C -0.422 -2.316 -4.105
N -0.845 -2.106 -5.343
N -0.810 -0.793 -5.498
N -0.396 -0.210 -4.438
N -0.126 -1.130 -3.502
C 0.369 -3.772 -2.356
N 0.776 -4.968 -1.934
N 1.447 -4.739 -0.826
N 1.464 -3.486 -0.547
N 0.773 -2.810 -1.488
H -0.538 -4.339 -4.093
C 5.288 -0.588 -1.989
C 3.970 -1.145 -1.511
N 3.990 -2.240 -0.754
O 2.912 -0.579 -1.806
H 5.867 -0.191 -1.157
H 5.087 0.213 -2.696
H 5.873 -1.364 -2.478
H 4.845 -2.746 -0.601
H 3.098 -2.694 -0.482
C -1.480 -1.422 4.399
C -2.121 -0.990 3.088
C -1.187 -1.260 1.908
C -1.882 -1.059 0.559
N -2.308 0.310 0.372
C -1.484 1.319 0.035
S 0.130 1.088 -0.404
N -1.964 2.568 0.104
C -1.239 3.732 -0.364
C -0.129 4.215 0.578
C -0.604 4.806 1.903
C -1.239 3.793 2.849
H -2.148 -1.229 5.233
H -0.554 -0.878 4.569
H -1.255 -2.486 4.374
H -2.365 0.075 3.136
H -3.060 -1.533 2.952
H -0.814 -2.284 1.954
H -0.322 -0.594 1.966
H -2.764 -1.699 0.478
H -1.180 -1.329 -0.265
H -3.238 0.540 0.692
H -2.920 2.693 0.403
H -1.962 4.536 -0.513
H -0.782 3.475 -1.327
H 0.412 4.990 0.031
H 0.555 3.392 0.777
H -1.302 5.623 1.705
H 0.267 5.239 2.396
H -2.202 3.457 2.475
H -1.404 4.247 3.825
H -0.590 2.928 2.978
*
```